The following is a quantum chemistry calculation of C3H7NO2 in the gas phase, from the Open Molecules 2025 dataset.

XYZ file:
```
13
Properties=species:S:1:pos:R:3:lowdin_charge:R:1
N -1.27 -1.52 -1.27 0.090
C -0.45 -0.48 -1.35 -0.197
O -1.02 0.55 -0.71 -0.114
C 0.03 1.32 -0.10 -0.186
C 1.14 0.51 0.58 -0.275
O 0.70 -0.35 1.61 -0.063
H -0.91 -2.39 -1.61 0.086
H -2.20 -1.48 -0.86 0.112
H -0.49 1.90 0.66 0.123
H 0.49 1.96 -0.86 0.122
H 1.74 -0.05 -0.16 0.105
H 1.80 1.25 1.05 0.120
H 0.47 -1.20 1.22 0.077
```

Results
- Energy: -8807.4556 eV
- E_HOMO: -8.71 eV